# 1
DFT (ωB97M-V/def2-TZVPD) results for an isolated molecule of CHN3O2.

The calculation puts the molar mass at 87.0 g mol⁻¹. The calculation puts the LUMO energy at 0.63 eV. The calculation puts the highest occupied orbital energy at -11.0598 eV. The calculation puts the total energy at -9616.523 eV. Its HOMO-LUMO gap is 11.69 eV. The largest force on an atom comes out at 0.91 eV Å⁻¹. The structure (SMILES) is O=c1[nH]nno1.

XYZ file:
```
7
Properties=species:S:1:pos:R:3:forces:R:3:nbo_charge:R:1
O -1.9716 -0.3578 -0.1531 0.6 0.4 -0.4 -0.57
C -0.8202 -0.0328 -0.2435 0.1 -0.3 0.5 0.83
N 0.1947 -0.2923 0.6759 -0.1 -0.2 0.1 -0.46
N 1.3731 0.1581 0.2607 0.0 0.3 -0.5 0.01
N 1.2512 0.7335 -0.8277 -0.9 -0.2 0.0 0.11
O -0.1708 0.6562 -1.2148 0.5 -0.1 0.4 -0.36
H 0.1437 -0.8649 1.5025 -0.1 0.1 -0.1 0.43
```
Positions in Å, forces in eV/Å.

***

# 2
DFT (ωB97M-V/def2-TZVPD) results for a cluster of 16 separate species, H32O16 in total at a distorted geometry.

The calculation puts the molar mass at 288.2 g mol⁻¹. The calculation puts the LUMO energy at -0.11 eV. The calculation puts the highest occupied orbital energy at -10.9874 eV. The calculation puts the total energy at -33278.603 eV. Its HOMO-LUMO gap is 10.88 eV. The largest force on an atom comes out at 2.93 eV Å⁻¹.

XYZ file:
```
48
Properties=species:S:1:pos:R:3:forces:R:3:nbo_charge:R:1
O -1.1585 -2.3681 -2.0788 -0.7 -0.1 0.4 -0.94
H -1.7387 -3.0979 -2.3253 0.2 0.0 -0.6 0.46
H -1.3471 -2.3362 -1.1285 0.6 0.3 0.1 0.49
O -1.1557 -5.0042 -0.5555 0.6 0.0 0.1 -0.93
H -1.6264 -5.4734 0.1373 -0.2 0.1 0.0 0.48
H -1.7972 -4.6008 -1.1352 -0.4 -0.3 0.1 0.45
O -1.4696 0.7093 4.5909 0.1 0.0 -0.2 -0.96
H -2.2512 1.1404 4.9489 0.0 0.0 0.0 0.48
H -0.9186 0.4957 5.3495 0.0 0.0 0.1 0.48
O -1.8636 3.6815 2.4775 -0.9 -0.1 0.0 -0.97
H -1.5846 4.5240 2.1126 0.3 -0.1 0.1 0.49
H -1.1380 3.2596 2.9303 0.7 0.2 0.2 0.49
O -2.0328 1.4926 0.7047 -0.6 0.1 0.2 -0.98
H -2.7792 1.9155 0.2602 0.1 -0.2 -0.4 0.47
H -2.1322 1.9423 1.5597 0.5 -0.1 0.0 0.50
O 1.5458 -0.1918 -2.5203 2.1 -0.5 -2.0 -1.01
H 1.0923 -0.9620 -2.1882 -1.0 0.8 0.9 0.52
H 1.3449 0.7283 -2.3988 -1.1 -0.2 0.8 0.49
O -0.5762 1.7224 -4.6063 -0.4 0.5 -0.6 -0.93
H 0.0225 1.0774 -4.2585 0.7 -0.6 0.4 0.47
H -1.1611 1.1958 -5.1597 -0.1 0.2 0.0 0.47
O 3.6697 2.5398 1.0589 -0.4 0.0 -0.8 -0.93
H 3.8745 1.9543 0.3193 0.3 -0.3 0.3 0.46
H 3.2415 3.2495 0.5570 0.0 0.2 0.5 0.48
O 0.8223 -0.8360 0.1217 0.0 0.2 -0.2 -0.98
H 1.5351 -1.2204 0.6510 -0.6 -0.4 0.0 0.49
H 0.3975 -0.1988 0.6935 -0.3 0.2 0.2 0.47
O 2.3646 -2.3544 1.8152 -0.1 2.1 0.0 -0.92
H 2.7149 -3.2060 1.7125 0.5 -2.2 -0.1 0.48
H 3.0607 -1.8160 1.4161 0.2 0.1 0.4 0.46
O -1.9003 0.7656 -2.2798 0.2 -0.5 0.6 -0.95
H -1.4076 -0.0359 -2.5053 0.0 0.1 -0.3 0.47
H -1.9548 0.6462 -1.3206 -0.1 0.3 0.1 0.48
O -4.1152 -1.5832 -2.1869 0.3 -0.4 0.0 -0.95
H -3.1625 -1.6292 -2.3271 0.1 0.0 0.2 0.47
H -4.3494 -0.9238 -2.8348 -0.4 0.4 -0.2 0.47
O 1.5141 1.4243 3.3926 -0.2 0.0 0.1 -0.94
H 1.7074 1.3483 2.4559 0.3 0.1 -0.2 0.47
H 0.6283 1.0606 3.4871 -0.1 -0.1 0.1 0.47
O 5.6039 -0.1919 -1.8290 1.1 -0.3 0.1 -0.95
H 5.1021 0.4229 -1.3000 -0.6 -0.1 -0.3 0.47
H 5.0698 -0.6655 -2.4657 -0.6 0.3 0.1 0.48
O -1.1672 -2.5446 3.0618 0.3 -0.3 0.0 -0.94
H -1.8935 -2.5603 3.6889 -0.1 0.2 -0.1 0.47
H -1.4030 -1.9451 2.3505 -0.2 0.1 0.1 0.47
O 1.1600 3.1274 -1.4760 0.1 -0.1 -0.1 -0.95
H 0.3137 3.0403 -1.9326 0.0 0.0 0.0 0.49
H 1.2982 2.2812 -1.0411 -0.2 0.0 0.2 0.46
```
Positions in Å, forces in eV/Å.

***

# 3
DFT (ωB97M-V/def2-TZVPD) results for an isolated molecule of C9H14N2OS at a distorted geometry.

The calculation puts the molar mass at 198.3 g mol⁻¹. The calculation puts the LUMO energy at 0.72 eV. The calculation puts the highest occupied orbital energy at -8.6396 eV. The calculation puts the total energy at -25422.258 eV. Its HOMO-LUMO gap is 9.36 eV. The largest force on an atom comes out at 3.41 eV Å⁻¹. The structure (SMILES) is CC[C@@]1(SC)Cn2ccnc2CO1.

XYZ file:
```
27
Properties=species:S:1:pos:R:3:forces:R:3:nbo_charge:R:1
C 1.7786 -0.4841 -2.3878 0.0 0.2 0.2 -0.61
C 1.4517 0.5429 -1.3062 -0.2 -0.3 -0.2 -0.45
C 0.6922 -0.0553 -0.1350 0.1 2.4 2.4 0.25
S 1.7688 -1.1272 0.9370 -0.2 0.0 -0.1 0.12
C 1.5210 -2.7665 0.1853 0.2 0.3 0.2 -0.75
C 0.2692 1.3158 1.0051 1.5 -2.5 -1.9 -0.22
N -1.1403 1.4234 1.0362 -0.6 -0.2 0.0 -0.35
C -1.9326 2.5125 1.2777 -0.2 0.3 0.0 -0.10
C -3.2161 2.0490 1.2580 0.2 0.3 0.1 -0.09
N -3.2341 0.7155 0.9975 -0.1 -0.7 -0.1 -0.45
C -1.9804 0.3659 0.8793 0.1 0.1 -0.1 0.31
C -1.4065 -0.9399 0.4760 -0.1 -0.2 0.2 -0.11
O -0.4362 -0.7024 -0.5427 -0.3 0.0 -0.5 -0.55
H 2.4448 -1.2519 -2.0021 0.1 -0.1 0.0 0.21
H 2.2731 0.0027 -3.2248 0.0 0.0 -0.1 0.22
H 0.8652 -0.9531 -2.7455 0.0 -0.1 -0.1 0.22
H 0.8348 1.3344 -1.7384 0.0 0.1 0.0 0.21
H 2.3728 0.9833 -0.9199 -0.1 0.1 0.0 0.22
H 1.2289 -3.4548 0.9732 0.0 -0.1 0.0 0.22
H 2.4477 -3.0970 -0.2739 0.0 -0.1 -0.1 0.22
H 0.7325 -2.6816 -0.5554 0.0 -0.1 0.0 0.24
H 0.6922 1.0106 1.9615 -0.1 0.1 0.0 0.21
H 0.7446 2.2174 0.6299 -0.1 0.0 0.0 0.21
H -1.5284 3.4899 1.4396 0.1 0.2 0.0 0.22
H -4.1305 2.5834 1.4164 -0.1 0.2 0.0 0.21
H -0.9376 -1.4601 1.3246 0.0 0.0 -0.2 0.20
H -2.1756 -1.5727 0.0342 0.0 0.1 0.1 0.23
```
Positions in Å, forces in eV/Å.

***

# 4
DFT (ωB97M-V/def2-TZVPD) results for a cluster of 5 separate species, C18H34N3O11P in total at a distorted geometry.

The calculation puts the molar mass at 499.5 g mol⁻¹. The calculation puts the LUMO energy at -1.77 eV. The calculation puts the highest occupied orbital energy at -8.9757 eV. The calculation puts the total energy at -55500.381 eV. Its HOMO-LUMO gap is 7.21 eV. The largest force on an atom comes out at 1.75 eV Å⁻¹. The structure (SMILES) is O=C1C=C(O)C(=O)C=C1O.COP(=O)(OC)OC.CN(C)C=O.CN(C)C=O.CN(C)C=O.

XYZ file:
```
67
Properties=species:S:1:pos:R:3:forces:R:3:nbo_charge:R:1
O 6.0293 2.7679 -2.9042 0.7 -0.1 -0.1 -0.52
C 6.2339 1.6813 -2.3964 -0.9 0.2 0.2 0.47
C 5.2282 1.0162 -1.5896 -0.6 -0.5 0.0 -0.37
C 5.3359 -0.2849 -1.2943 -0.3 -0.2 0.5 0.30
O 4.3699 -0.9554 -0.6462 0.4 -0.1 -0.3 -0.65
C 6.5683 -1.0824 -1.6130 1.2 1.1 -0.6 0.49
O 6.6295 -2.2779 -1.4608 -0.6 -0.3 0.4 -0.51
C 7.7039 -0.2884 -2.1132 0.1 -0.1 0.0 -0.37
C 7.5334 0.9660 -2.5438 0.4 0.3 -0.2 0.30
O 8.5249 1.6836 -3.0786 0.1 -0.2 -0.1 -0.63
H 4.3064 1.5304 -1.3515 0.1 0.2 -0.1 0.24
H 4.6857 -1.8718 -0.5499 0.0 -0.1 0.0 0.51
H 8.6940 -0.7210 -2.1668 -0.2 -0.3 -0.1 0.25
H 8.1641 2.4862 -3.4868 -0.2 0.1 0.2 0.51
C -4.6049 -2.0118 -0.1529 -0.3 1.2 -1.1 -0.27
O -4.9519 -1.0333 0.8640 0.1 -0.9 0.8 -0.79
P -4.4147 -1.3003 2.3217 0.6 0.4 1.2 2.57
O -2.9512 -1.2498 2.5145 -0.4 -0.2 -0.3 -1.13
O -5.0561 -2.6844 2.8166 -0.1 0.4 -1.1 -0.81
C -4.8225 -3.0773 4.1558 0.7 -0.6 0.5 -0.26
O -5.1932 -0.2034 3.1797 0.4 -0.4 -0.5 -0.82
C -4.5600 0.4562 4.2903 0.1 0.2 -0.2 -0.25
H -5.4995 -2.0865 -0.7690 -0.1 -0.6 0.3 0.20
H -4.2341 -2.9635 0.2109 -0.1 0.0 0.2 0.20
H -3.8912 -1.5293 -0.8226 0.4 -0.1 0.3 0.20
H -3.7532 -3.1312 4.3906 0.0 0.4 -0.2 0.20
H -5.1621 -4.1048 4.2781 -0.4 0.2 -0.1 0.20
H -5.3089 -2.4041 4.8610 -0.2 -0.1 0.0 0.18
H -5.0116 0.0771 5.2045 -0.2 0.3 0.0 0.18
H -4.7231 1.5162 4.1088 -0.1 0.0 0.5 0.20
H -3.4847 0.2957 4.3747 0.0 -0.3 -0.4 0.21
C 1.0235 -0.9783 -0.0491 -0.8 0.8 0.4 -0.42
N 0.3716 -2.1937 -0.5013 0.6 0.2 0.1 -0.44
C -0.9371 -2.4895 0.0207 -1.2 0.5 0.2 -0.44
C 0.8682 -2.8988 -1.5424 -0.1 0.3 0.4 0.53
O 0.3494 -3.8806 -2.0257 -0.1 -0.2 -0.3 -0.62
H 0.5220 -0.1283 -0.5212 0.2 0.2 0.0 0.19
H 2.0930 -0.8910 -0.2160 0.0 -0.5 -0.3 0.23
H 0.8480 -0.8396 1.0190 0.1 -0.3 0.1 0.21
H -1.6692 -2.5373 -0.7888 0.2 -0.7 -0.1 0.20
H -0.9762 -3.3570 0.6783 0.1 -0.3 -0.4 0.21
H -1.3793 -1.6862 0.6185 0.7 0.3 0.1 0.24
H 1.8120 -2.4584 -1.9063 0.1 -0.1 -0.1 0.10
C 1.1102 0.0162 -3.7813 0.0 0.1 -0.8 -0.41
N 0.2099 0.6748 -2.8690 -0.1 0.0 0.1 -0.43
C 0.5851 2.0100 -2.4502 0.9 0.2 -1.3 -0.42
C -1.0373 0.2000 -2.6272 0.8 0.2 0.5 0.53
O -1.8455 0.7876 -1.9348 -0.4 -0.3 -0.2 -0.63
H 2.1378 -0.0541 -3.4208 -0.1 0.0 0.4 0.20
H 1.1702 0.5768 -4.7225 0.0 0.0 0.0 0.19
H 0.7557 -0.9781 -4.0485 -0.1 -0.1 0.2 0.22
H 0.7338 2.6243 -3.3521 -0.4 0.1 0.0 0.20
H -0.1507 2.4898 -1.8225 0.0 -0.2 0.3 0.24
H 1.6082 1.9949 -2.0636 -0.3 -0.1 0.7 0.20
H -1.1619 -0.8078 -3.0541 -0.4 0.0 0.0 0.12
C -1.9512 1.7718 1.3408 0.2 0.9 -0.9 -0.42
N -1.5647 2.9703 2.0879 0.0 -1.5 0.6 -0.43
C -2.0346 4.2344 1.5736 0.5 -0.2 -0.3 -0.42
C -0.6879 2.8649 3.1145 -0.2 1.5 -0.2 0.52
O -0.2083 3.8388 3.6767 0.0 -0.5 0.2 -0.64
H -3.0224 1.5842 1.4061 0.0 -0.1 0.0 0.20
H -1.3981 0.8658 1.5718 0.0 0.1 0.6 0.22
H -1.6890 2.0011 0.3011 -0.4 -0.3 -0.1 0.21
H -1.6631 4.3190 0.5463 -0.1 0.3 0.0 0.19
H -3.1236 4.2658 1.5467 0.0 0.0 0.1 0.20
H -1.6265 5.0426 2.1695 -0.1 0.0 0.1 0.24
H -0.4562 1.8301 3.3938 0.0 -0.1 0.0 0.12
```
Positions in Å, forces in eV/Å.

***

# 5
DFT (ωB97M-V/def2-TZVPD) results for a structure of composition C2H4FeLiO2 at a distorted geometry.

Its spin multiplicity is 7. As for the net charge: +1. The calculation puts the molar mass at 122.8 g mol⁻¹. The calculation puts the LUMO energy (spin up / spin down) at -4.12 / -6.57 eV. The calculation puts the highest occupied orbital energy (spin up / spin down) at -12.2228 / -13.2029 eV. The calculation puts the total energy at -40815.047 eV. Its HOMO-LUMO gap (spin up / spin down) is 8.10 / 6.64 eV. The largest force on an atom comes out at 2.34 eV Å⁻¹. As for the expectation value of S²: 12.0233.

XYZ file:
```
10
Properties=species:S:1:pos:R:3:forces:R:3:nbo_charge:R:1
O -0.8754 1.7952 -0.7500 0.6 -0.8 0.7 -0.88
C -0.1495 -0.7325 -0.8534 0.2 0.0 0.4 -0.38
C 0.0215 -0.9763 0.4926 1.9 0.8 -0.4 0.22
O 0.7858 -0.1305 1.2404 -1.3 -0.9 -1.8 -1.01
H -1.1046 2.0117 -1.6534 -0.1 0.0 -0.4 0.47
H 0.6702 -0.2163 -1.3742 -0.8 0.1 0.1 0.23
H -0.8438 -1.3653 -1.4116 0.4 0.3 0.1 0.25
H -0.1502 -1.9903 0.8797 -0.7 0.7 0.3 0.20
Fe 1.0617 -0.0513 3.1303 0.2 -0.1 1.2 0.94
Li 0.5843 1.6556 0.2996 -0.3 -0.1 -0.2 0.96
```
Positions in Å, forces in eV/Å.

***

# 6
DFT (ωB97M-V/def2-TZVPD) results for a structure of composition C18H33EuN3O3 at a distorted geometry.

Its spin multiplicity is 8. As for the net charge: +2. The calculation puts the molar mass at 491.4 g mol⁻¹. The calculation puts the LUMO energy (spin up / spin down) at -6.90 / -6.89 eV. The calculation puts the highest occupied orbital energy (spin up / spin down) at -11.9760 / -11.9761 eV. The calculation puts the total energy at -49129.071 eV. Its HOMO-LUMO gap (spin up / spin down) is 5.08 / 5.08 eV. The largest force on an atom comes out at 2.32 eV Å⁻¹. As for the expectation value of S²: 15.7596.

XYZ file:
```
58
Properties=species:S:1:pos:R:3:forces:R:3:lowdin_spin:R:1
C -1.3589 -2.0441 -5.7716 -0.6 0.4 -1.3 0.00
C -1.9854 -1.2344 -6.6699 0.8 -2.1 0.6 0.00
H -1.2777 -3.1091 -5.9895 0.1 0.3 0.2 0.00
H -0.9011 -1.6527 -4.8687 -0.1 -0.1 -0.3 0.00
C -2.1441 0.1829 -6.4200 0.1 1.9 1.3 0.00
C -1.9246 0.7142 -5.1850 -0.4 -0.2 -1.3 0.00
H -1.6510 0.0997 -4.3297 -0.1 0.2 -0.1 0.00
H -2.0653 1.7853 -5.0369 0.1 -0.3 0.1 0.00
C -2.5088 -1.8439 -7.9552 -0.1 -0.1 0.1 0.00
H -2.2619 -2.9106 -7.9656 -0.1 0.2 -0.1 0.00
H -2.0695 -1.3867 -8.8515 -0.1 0.0 0.3 0.00
H -3.6011 -1.7556 -8.0446 0.3 0.1 0.1 0.00
C -2.5666 1.1043 -7.5471 0.1 0.1 0.1 0.00
H -3.5236 0.8141 -7.9999 0.2 -0.1 0.1 0.00
H -1.8217 1.1410 -8.3554 -0.2 -0.1 0.2 0.00
H -2.6737 2.1200 -7.1520 0.0 -0.2 -0.2 0.00
Eu -0.6863 -0.1367 2.7668 -0.9 0.0 0.1 7.03
O 0.0909 -0.6407 0.5934 0.9 0.8 -1.6 -0.01
C 0.6896 -0.0830 -0.3699 -0.6 -0.1 2.1 0.00
O 0.6247 1.6422 1.9881 1.7 0.2 -1.4 -0.01
C 1.4950 1.7270 1.0923 -1.2 0.1 1.5 0.00
O 2.4912 2.5766 1.1724 -0.4 -0.3 -0.7 0.00
N 1.5232 1.0185 -0.0920 -0.7 -0.8 0.0 0.00
C 3.2064 2.5832 -0.1080 1.0 0.9 0.5 0.00
C 2.5013 1.6106 -1.0027 -0.6 -0.5 -0.9 0.00
H 4.2374 2.2758 0.0828 -0.2 0.3 0.1 0.00
H 3.1680 3.6047 -0.4999 0.1 -0.2 0.3 0.00
H 3.1692 0.8404 -1.3889 -0.1 0.1 -0.1 0.00
H 1.9779 2.1187 -1.8203 0.2 -0.2 0.0 0.00
C 0.5596 -0.5476 -1.7237 -0.1 -0.6 -1.2 0.00
C -0.3188 -1.5425 -2.0102 0.8 0.6 0.4 0.00
H 1.1979 -0.0877 -2.4894 -0.4 -0.3 0.3 0.00
H -0.9536 -1.9452 -1.2193 0.2 0.0 -0.3 0.00
H -0.3857 -1.9856 -3.0028 -0.1 0.3 0.3 0.00
C -1.7352 0.3895 5.6313 0.1 0.1 0.2 0.00
N -0.5028 0.9638 5.0571 0.0 -0.1 0.0 -0.01
C -0.5849 2.4325 5.0599 0.1 0.1 0.2 0.00
C 0.7085 0.4862 5.7705 -0.5 -0.1 0.2 0.00
C 0.9449 -1.0071 5.5077 0.5 0.2 -0.2 0.00
N 1.0987 -1.2578 4.0456 0.2 0.1 0.2 -0.01
C 2.4610 -0.9112 3.5891 0.1 -0.1 0.2 0.00
C 0.7692 -2.6406 3.6709 0.2 -0.2 0.2 0.00
H -2.6105 0.7765 5.0819 0.2 -0.1 0.3 0.00
H -1.8386 0.6628 6.6998 -0.1 -0.2 -0.4 0.00
H -1.7294 -0.7097 5.5551 -0.1 0.3 0.1 0.00
H -0.6619 2.8146 6.0943 0.0 0.0 -0.4 0.00
H 0.3178 2.8426 4.5929 -0.3 0.0 0.1 0.00
H -1.4693 2.7551 4.4898 0.3 0.0 0.2 0.00
H 1.5609 1.0885 5.4261 -0.2 -0.2 0.1 0.00
H 0.5773 0.6585 6.8571 0.2 -0.1 -0.3 0.00
H 1.8733 -1.3172 6.0227 -0.4 0.0 0.0 0.00
H 0.1105 -1.6141 5.8885 0.4 0.1 -0.1 0.00
H 3.2013 -1.5519 4.1044 -0.1 0.3 -0.3 0.00
H 2.5364 -1.0707 2.5030 0.0 0.0 0.3 0.00
H 2.6823 0.1403 3.8146 0.0 -0.3 -0.1 0.00
H -0.2801 -2.8558 3.9349 0.3 -0.1 0.0 0.00
H 0.8945 -2.7655 2.5828 0.0 0.0 0.3 0.00
H 1.4232 -3.3623 4.1939 -0.3 0.1 -0.3 0.00
```
Positions in Å, forces in eV/Å.

***

- Among the records above, which one has the lowest largest force on an atom?
  CHN3O2